Run w
13
Properties=species:S:1:pos:R:3 method="wB97M-V/def2-TZVPD" charge=0 gap_ha=0.3629 smiles="O=CNCO.O"
O -0.98559 -0.95864 -1.97678
C 0.14399 -1.24844 -1.74620
N 0.77226 -0.78544 -0.59035
C 0.48939 -0.72964 0.85736
O -0.86929 -0.46670 1.14015
H 0.71543 -1.93934 -2.40743
H 1.79732 -0.54310 -0.65474
H 1.24543 0.04445 1.13105
H 0.83269 -1.63900 1.40343
H -0.97529 0.40627 1.46391
H -1.72764 2.24710 0.58276
H -0.70422 3.25885 0.20088
O -0.73449 2.35361 0.59594

***

Run x
13
Properties=species:S:1:pos:R:3 method="wB97M-V/def2-TZVPD" charge=0 gap_ha=0.3471
C 0.97606 -0.16612 -0.48928
C -1.88989 -0.10422 -0.01736
N 0.85474 1.22162 -0.13750
O -0.33606 -0.90214 -0.39860
O -0.39535 -0.84425 1.10616
O 1.97647 -0.90004 0.13745
H 1.61415 -1.14202 1.01041
H 1.17891 -0.22741 -1.56129
H 1.69250 1.72015 -0.41248
H 0.75578 1.30458 0.86955
H -2.05890 0.52402 0.84566
H -1.83933 0.49017 -0.92332
H -2.52909 -0.97434 -0.02940

***

Run y
13
Properties=species:S:1:pos:R:3 method="wB97M-V/def2-TZVPD" charge=0 gap_ha=0.3690 smiles=CO[C@@H](O)ON
C -0.58183 -1.18696 -1.24013
N -1.05351 0.97801 1.63518
O -0.44279 0.58583 0.40873
H -1.02033 1.99742 1.57446
H -0.49115 0.69507 2.43564
H -0.10586 -0.86057 -2.16008
H -0.86361 -2.23541 -1.18993
H -1.52553 -0.66896 -1.08209
C 0.93029 0.01337 0.31166
O 1.69789 0.94776 -0.41701
O 0.78292 -1.19579 -0.28809
H 1.28790 0.99788 -1.29255
H 1.38562 -0.06767 1.30421

***

Run z
13
Properties=species:S:1:pos:R:3 method="wB97M-V/def2-TZVPD" charge=0 gap_ha=0.3684
O -0.96031 -2.06431 0.22994
C -1.00709 -0.75603 0.04363
O -2.01545 0.14698 0.40032
C -0.07011 -0.23360 -1.11688
N 1.27070 -0.00969 -0.56806
H -1.83072 -0.85115 1.38918
H -0.45463 0.67752 -1.53019
H -0.12914 -1.07565 -1.91108
H 1.70061 -0.90193 -0.18793
H 1.80248 0.39708 -1.30877
H 0.83424 1.12324 0.92494
H 0.00601 2.06829 1.78595
O 0.85339 1.47926 1.84893

***

Need the numbers? Relative energies in kJ/mol: run w 0.0; run x 495.7; run y 233.1; run z 205.5.

***

Run w
10
Properties=species:S:1:pos:R:3 method="wB97M-V/def2-TZVPD" charge=-1 gap_ha=0.2993
C -0.02940 0.67832 -0.25214
N -1.09850 -0.07678 0.02613
N -2.34639 0.15034 0.07208
O 2.13394 0.40595 1.17273
O 1.26204 -1.43665 0.02436
O 2.31748 0.38324 -1.24348
S 1.60587 -0.04686 -0.06678
H -0.28533 1.64680 -0.54710
H -0.77740 -0.94853 0.45035
H -2.78231 -0.75583 0.36385

***

Run x
10
Properties=species:S:1:pos:R:3 method="wB97M-V/def2-TZVPD" charge=-1 gap_ha=0.2984 smiles="O=C([O-])NNSO"
C 1.35811 0.29067 0.11715
N 0.69801 -1.02965 0.02870
N -0.61325 -1.16850 -0.39467
O 2.47250 0.23820 0.60320
O 0.70119 1.30213 -0.29306
O -1.79014 1.38956 -0.20778
S -1.93286 -0.10562 0.45475
H 0.67182 -1.41610 1.03281
H -0.82518 -1.03482 -1.40739
H -0.74018 1.53413 0.06627

***

Need the numbers? Relative energies in kJ/mol: run w 72.5; run x 0.0.

***

Run w
10
Properties=species:S:1:pos:R:3 method="wB97M-V/def2-TZVPD" charge=0 gap_ha=0.4262 smiles="O=CO.O=CO"
O 0.66603 3.14488 0.01592
C 1.23787 2.10951 0.04457
O 1.10632 1.34213 1.16723
H 1.94363 1.62777 -0.62179
H 1.36582 0.41847 1.19200
O -2.55434 -1.64205 -0.67283
C -1.37586 -1.46419 -0.70225
O -0.55921 -2.00074 0.24203
H -0.73858 -0.95514 -1.43145
H -1.09167 -2.58064 0.76658

***

Run x
10
Properties=species:S:1:pos:R:3 method="wB97M-V/def2-TZVPD" charge=0 gap_ha="0.2701 / 0.2689" smiles="OC(O)=C(O)O"
C 0.88007 -0.08388 0.47059
C -0.80434 -0.10927 -0.24568
O 1.41864 1.10079 0.14588
O 1.65593 -1.09211 0.07002
O -1.56352 -1.15834 0.05982
O -1.39359 1.08571 -0.03794
H 2.30086 0.87722 -0.24712
H 0.93657 -1.75733 -0.09719
H -2.54914 -0.82350 0.12912
H -0.88149 1.96072 -0.24749

***

Need the numbers? Relative energies in kJ/mol: run w 0.0; run x 358.9.

***

Run w
21
Properties=species:S:1:pos:R:3 method="wB97M-V/def2-TZVPD" charge=+1 gap_ha="0.2422 / 0.2420"
C 2.46357 1.49974 -0.15358
C 3.19108 0.39105 0.31249
C 1.14143 1.38932 -0.31971
C 2.76447 -0.85471 0.30211
C 0.56251 0.11094 -0.17806
C 1.42935 -1.11269 -0.10272
C -0.78036 -0.22149 -0.05328
C -1.54502 -1.38416 0.21591
C 0.88650 -2.33051 -0.09404
C -2.16841 -0.12749 -0.30238
N -3.29156 0.69045 0.43896
H 3.01344 2.49427 -0.17027
H 4.20978 0.43171 0.56445
H 0.52333 2.26202 -0.61921
H 3.30453 -1.79958 0.51702
H -0.14730 -2.41832 -0.46252
H 1.35899 -3.21834 0.33613
H -2.46874 0.33221 -1.22281
H -4.01050 0.94035 -0.31943
H -2.97846 1.60875 0.79400
H -3.94349 0.15736 1.11853

***

Run x
21
Properties=species:S:1:pos:R:3 method="wB97M-V/def2-TZVPD" charge=+1 gap_ha=0.3191 smiles=Cc1ccc2c[nH+]ccc2c1
C -3.03036 1.32899 0.37351
C -1.72555 0.61075 0.02272
C -1.66591 -0.07690 -1.22934
C -0.50773 -0.69363 -1.57046
C 0.60896 -0.63826 -0.69360
C 1.83447 -1.22897 -1.00406
N 2.84605 -1.13734 -0.16085
C 2.81558 -0.46700 1.02691
C 1.67363 0.13723 1.41076
C 0.53311 0.05395 0.54617
C -0.68049 0.68707 0.89711
H -3.04548 2.23419 -0.25653
H -3.90560 0.69563 0.20424
H -2.97118 1.69192 1.40641
H -2.50795 -0.12513 -1.91714
H -0.40113 -1.21222 -2.52363
H 1.92840 -1.75887 -1.95240
H 3.70970 -1.60636 -0.41639
H 3.69953 -0.41350 1.65908
H 1.55856 0.69969 2.33471
H -0.76660 1.21876 1.84277

***

Need the numbers? Relative energies in kJ/mol: run w 767.5; run x 0.0.

***

Run w
11
Properties=species:S:1:pos:R:3 method="wB97M-V/def2-TZVPD" charge=0 gap_ha=0.3394 smiles="ClC1C=CC=C1"
C -0.93422 -0.07554 0.56650
C 0.05072 -1.19561 0.16791
C 1.06690 -0.70989 -0.49287
C 0.97818 0.77055 -0.50815
C -0.10804 1.14423 0.22575
H -1.32671 -0.00316 1.62161
H -0.23327 -2.17669 0.36336
H 1.80915 -1.27343 -0.91013
H 1.59426 1.45051 -1.00470
H -0.52677 2.11887 0.47564
Cl -2.37018 -0.04985 -0.50492

***

Run x
11
Properties=species:S:1:pos:R:3 method="wB97M-V/def2-TZVPD" charge=0 gap_ha=0.3385
C 0.44546 1.62681 0.09483
C 1.42373 2.02348 -0.49905
C 0.00590 -0.80485 1.46763
C -0.38076 -0.35161 0.34754
C -0.96933 -0.80235 -0.91336
Cl 2.59063 3.05629 -1.02033
H -0.34207 -1.74377 1.94582
H 0.45819 -0.33749 2.37443
H -0.98441 -1.91105 -0.77262
H -0.29868 -0.41752 -1.79442
H -1.94865 -0.33795 -1.23046

***

Need the numbers? Relative energies in kJ/mol: run w 0.0; run x 472.9.

***

Run w
10
Properties=species:S:1:pos:R:3 method="wB97M-V/def2-TZVPD" charge=0 multiplicity=3 gap_ha="0.2931 / 0.2798"
C -1.63006 -0.37840 0.71555
C -1.78833 -0.40674 -0.63990
N 2.07870 -0.28381 0.51038
O 3.07584 0.89562 0.75685
S 2.91632 0.28047 -0.65683
H 2.43251 1.69016 -1.09694
H -0.79513 -0.06161 1.33013
H -2.49367 -0.46249 1.36695
H -2.80050 -0.73751 -0.94704
H -0.99569 -0.53570 -1.33916

***

Run x
10
Properties=species:S:1:pos:R:3 method="wB97M-V/def2-TZVPD" charge=0 multiplicity=3 gap_ha="0.2426 / 0.3152"
C 1.81492 -0.00641 0.17080
C -0.64291 -0.05719 -0.04999
N 0.64220 -0.73303 0.14804
O 4.23964 0.78154 -0.01762
S 3.41878 -0.41062 -0.06694
H 1.57990 1.44747 0.54160
H -0.73374 0.89099 0.31221
H -0.66508 -0.03204 -1.19423
H -1.39920 -0.58964 0.28708
H 0.72985 -1.69317 0.35182

***

Need the numbers? Relative energies in kJ/mol: run w 311.0; run x 0.0.